14
Properties=species:S:1:pos:R:3:forces:R:3 method="wB97M-V/def2-TZVPD" mol_weight_g_mol=104.178 total_charge=0 relative_energy_kcal_mol=44.1 smiles="CCC(=S)NN" homo_lumo_gap_ev=9.02
C 0.2730 -1.4384 0.8152 1.57 -1.52 -1.58
C 1.0788 -0.4739 -0.0760 -0.05 -0.20 -0.41
C 0.1459 0.1208 -1.1504 -1.35 0.30 1.83
S 0.2991 -0.1909 -2.7377 -0.37 0.16 0.12
N -0.9792 0.8320 -0.5603 2.20 -1.66 -0.61
N -0.7102 1.6631 0.5441 0.38 -0.82 -0.58
H -0.4810 -0.8451 1.2210 -1.42 0.33 1.23
H -0.1349 -2.1783 0.0904 -0.17 0.32 0.73
H 0.8882 -2.0368 1.5433 -0.57 1.02 -0.53
H 1.9187 -1.0277 -0.5086 -0.26 0.44 -0.34
H 1.4603 0.3489 0.4962 0.33 0.40 0.45
H -1.7706 1.0057 -1.1559 0.07 0.38 -0.28
H -0.6011 2.5811 0.1952 0.14 1.20 -0.02
H -1.3869 1.6394 1.2836 -0.49 -0.33 -0.01

---

15
Properties=species:S:1:pos:R:3:forces:R:3 method="wB97M-V/def2-TZVPD" mol_weight_g_mol=109.132 total_charge=0 relative_energy_kcal_mol=44.9 smiles=Cc1ncc[nH]1.C#N homo_lumo_gap_ev=9.95
C -1.2648 0.7244 -1.1482 2.62 -1.91 -3.82
C -0.3235 -0.2464 -0.4540 -2.57 0.70 0.05
N -0.6605 -0.5416 0.7552 -0.15 -1.24 2.26
C 0.1991 -1.5599 1.1719 0.12 0.62 -0.10
C 1.0799 -1.8075 0.1920 0.80 0.38 -2.47
N 0.7050 -0.9728 -0.8799 0.08 0.40 -0.47
H -2.2354 0.6061 -0.8632 -2.34 0.05 2.01
H -1.4803 0.4515 -2.2586 1.26 0.58 1.34
H -0.8360 1.6857 -1.0699 -0.10 1.35 -0.12
H 0.2104 -2.0728 2.1172 -0.37 0.34 0.24
H 1.9747 -2.3632 -0.0055 0.00 -0.57 0.62
H 0.9938 -0.8482 -1.8425 0.64 -0.64 0.46
C 0.5227 2.2914 1.4323 -0.20 0.09 0.17
N 1.5260 2.6886 1.0738 0.91 0.29 -0.39
H -0.4111 1.9646 1.7793 -0.69 -0.44 0.22

---

33
Properties=species:S:1:pos:R:3:forces:R:3 method="wB97M-V/def2-TZVPD" mol_weight_g_mol=189.302 total_charge=0 relative_energy_kcal_mol=8.5 smiles=Cc1c[nH]c2ccccc12.CC(C)C homo_lumo_gap_ev=8.91
C -4.7397 -0.8299 1.0373 -0.26 -0.04 0.55
C -3.8096 -0.8611 -0.1232 -0.11 -0.23 0.13
C -3.8569 -1.7575 -1.1292 -0.22 -0.39 -0.02
N -2.8756 -1.5065 -2.0846 0.69 -0.59 0.03
C -2.1025 -0.4689 -1.5888 0.32 0.51 0.35
C -0.9633 0.1404 -2.1044 -0.55 -0.54 -0.29
C -0.4647 1.2413 -1.4381 0.74 -0.16 -0.12
C -1.0615 1.7511 -0.2899 -1.02 -0.37 0.49
C -2.1948 1.1318 0.2315 0.54 0.18 -0.22
C -2.6655 -0.0185 -0.3868 -0.82 0.19 -0.16
H -4.2152 -0.8983 1.9913 0.25 0.23 0.00
H -5.3979 -1.6985 1.0572 -0.09 -0.01 -0.33
H -5.3774 0.0587 1.0852 0.15 0.00 -0.13
H -4.5433 -2.5877 -1.2432 0.10 0.13 -0.10
H -2.3733 -2.2928 -2.4925 -0.45 0.30 -0.14
H -0.5539 -0.2757 -3.0209 0.31 0.35 0.10
H 0.4666 1.6640 -1.7775 0.03 0.26 -0.19
H -0.7038 2.6258 0.2262 0.34 0.18 -0.16
H -2.7133 1.5445 1.0830 0.04 0.00 0.20
C 3.5357 -1.2429 0.7027 -0.64 0.35 -0.50
C 3.2864 0.2623 0.9237 0.51 -0.69 1.11
C 4.3094 0.8405 1.9176 0.34 0.16 -0.86
C 3.1292 1.0555 -0.3533 -0.28 -0.16 -0.17
H 3.1751 -1.7952 1.5623 0.37 -0.21 0.33
H 4.5564 -1.5180 0.4412 0.14 0.14 0.20
H 2.9046 -1.5846 -0.1177 -0.04 -0.05 -0.16
H 2.3621 0.3028 1.5102 -0.32 0.12 -0.49
H 5.3489 0.6767 1.6099 -0.11 -0.18 -0.14
H 4.2019 1.9255 1.9493 -0.16 0.02 0.44
H 4.1875 0.3758 2.8916 -0.04 0.19 0.20
H 2.5253 0.4854 -1.0559 -0.02 -0.11 -0.16
H 2.5534 1.9559 -0.1612 0.21 0.38 0.01
H 4.0697 1.2980 -0.8532 0.04 0.04 0.17

---

67
Properties=species:S:1:pos:R:3:forces:R:3 method="wB97M-V/def2-TZVPD" mol_weight_g_mol=584.423 total_charge=+1 homo_lumo_gap_ev="5.89 / 4.96"
Rh 0.2775 0.3336 -0.1093 -0.78 -0.33 0.58
C 2.3139 -0.2620 -3.8520 -0.02 -0.07 -0.03
C 1.4395 -0.2988 -2.6479 0.37 0.12 0.13
N 1.6461 0.4090 -1.5853 0.03 -0.04 -0.17
O 2.6695 1.3253 -1.6272 0.15 0.20 0.07
C 0.2886 -1.1380 -2.5619 -0.17 -0.21 0.03
C -0.1326 -2.1180 -3.6034 -0.01 0.02 -0.01
N -0.3934 -0.9738 -1.4397 0.30 -0.19 -0.82
O -1.4489 -1.5393 -1.1868 -0.55 -0.15 0.21
H 2.9832 0.5904 -3.8354 0.01 0.01 0.00
H 1.7022 -0.2394 -4.7536 0.01 0.00 -0.01
H 2.9102 -1.1768 -3.8844 0.00 0.00 0.01
H 3.0242 1.3278 -0.7261 0.04 -0.08 -0.06
H 0.7181 -2.7042 -3.9523 0.00 0.00 0.01
H -0.5763 -1.6227 -4.4714 -0.01 0.00 0.00
H -0.8775 -2.7880 -3.1832 0.00 -0.03 0.00
C -1.8404 1.4706 -2.5418 0.00 0.06 0.10
P -0.8273 2.0147 -1.1331 -0.10 0.32 -0.22
C 0.0951 3.4331 -1.7949 0.09 -0.07 0.05
C -2.0020 2.7482 0.0511 0.06 -0.06 0.21
C -3.0894 3.5185 -0.3444 0.04 0.02 -0.02
C -3.9278 4.0693 0.6131 -0.03 0.02 0.02
C -3.6795 3.8658 1.9638 -0.03 0.02 0.01
C -2.5906 3.1085 2.3694 -0.01 -0.04 -0.01
C -1.7560 2.5398 1.4159 0.03 0.08 -0.35
P -0.2969 1.5402 1.8027 -0.06 0.13 0.83
C 0.9902 2.7638 2.2430 -0.02 -0.01 -0.07
C -0.5916 0.7533 3.4175 -0.04 0.10 -0.11
H -2.6438 0.8261 -2.1872 0.02 -0.04 0.00
H -1.2246 0.9072 -3.2416 0.03 0.02 -0.01
H -2.2564 2.3315 -3.0644 -0.04 0.01 0.03
H -0.5767 4.1565 -2.2562 -0.04 -0.02 0.00
H 0.8196 3.0824 -2.5307 -0.01 0.01 0.00
H 0.6396 3.9199 -0.9859 0.01 0.01 -0.02
H -3.2952 3.6866 -1.3946 0.00 0.00 0.01
H -4.7824 4.6570 0.3051 0.01 -0.01 0.00
H -4.3420 4.2949 2.7038 0.01 0.00 -0.01
H -2.4084 2.9499 3.4249 0.00 0.00 0.00
H 0.6029 3.4620 2.9860 -0.01 0.00 0.01
H 1.3086 3.3176 1.3608 -0.01 0.01 0.01
H 1.8509 2.2416 2.6628 0.00 -0.02 -0.02
H -0.5689 1.5082 4.2049 0.01 0.01 -0.01
H 0.2000 0.0257 3.5943 0.00 -0.01 -0.02
H -1.5460 0.2330 3.4313 0.02 -0.01 -0.02
C 4.0675 -2.8828 -0.9159 0.04 -0.05 -0.05
C 4.1364 -1.6932 -0.2071 0.00 0.03 0.07
C 3.0266 -1.2334 0.4868 -0.01 -0.18 0.06
C 1.8207 -1.9480 0.4689 0.06 -0.09 0.06
C 1.7698 -3.1605 -0.2342 -0.04 0.12 0.01
C 2.8838 -3.6150 -0.9183 -0.01 0.01 -0.02
N 0.6904 -1.3594 1.0638 0.69 0.16 -0.56
C -0.2177 -2.1688 1.7382 -0.06 0.19 0.17
C -1.5760 -1.8309 1.7980 -0.01 -0.04 0.00
C -2.4596 -2.5814 2.5621 -0.02 0.12 -0.10
C -2.0207 -3.6920 3.2593 -0.01 -0.09 0.07
C -0.6760 -4.0444 3.2001 0.03 0.00 -0.01
C 0.2166 -3.2987 2.4554 0.01 0.07 0.04
H 4.9349 -3.2531 -1.4468 -0.01 0.02 0.00
H 5.0637 -1.1344 -0.1733 -0.01 -0.01 0.00
H 3.0834 -0.3419 1.1040 -0.01 0.03 -0.03
H 0.8366 -3.7102 -0.2647 0.02 -0.02 0.01
H 2.8303 -4.5462 -1.4690 -0.01 0.01 0.02
H -1.9430 -1.0019 1.2070 0.01 -0.04 -0.02
H -3.5068 -2.3053 2.5857 0.02 0.00 0.00
H -2.7155 -4.2845 3.8395 0.01 0.01 -0.01
H -0.3173 -4.9034 3.7529 0.00 0.01 -0.01
H 1.2664 -3.5612 2.4519 0.00 0.00 -0.02

---

74
Properties=species:S:1:pos:R:3:forces:R:3 method="wB97M-V/def2-TZVPD" mol_weight_g_mol=536.257 s2=2.008 total_charge=+1 relative_energy_kcal_mol=23.2 spin_multiplicity=3 homo_lumo_gap_ev="5.53 / 6.24"
C -0.4398 0.2798 3.3644 -0.24 -0.30 -0.38
C -1.4346 0.3453 2.1935 -0.29 0.31 0.77
Cl -3.1281 0.5235 2.6562 1.68 -0.20 -0.34
C -1.1077 0.2762 0.8804 -0.47 -0.46 -0.57
Cl -2.3486 0.3086 -0.3964 1.30 -0.05 0.86
P 0.6191 0.1507 0.3500 -0.72 -1.21 -1.37
F 1.4145 -1.0649 0.9829 -1.11 1.37 -0.76
F 0.5761 -0.1317 -1.2108 0.12 0.21 2.30
B 1.5183 1.8709 0.5925 2.00 2.10 -0.01
O 2.4233 2.1236 1.5928 -1.84 -1.29 -0.33
O 1.2357 2.8548 -0.3282 -0.97 -1.29 1.17
H 0.6219 0.3838 3.0306 -0.76 -0.18 0.12
H -0.6296 1.0798 4.1130 -0.07 -0.63 -0.54
H -0.5468 -0.7349 3.8274 0.09 0.81 -0.18
H 2.3128 1.4551 2.2932 0.80 0.30 0.00
H 0.6159 3.4696 0.1148 0.44 0.30 -0.64
C 2.2618 6.5140 -6.3528 0.31 -0.16 -0.06
C 1.1413 6.3102 -5.3024 0.99 1.45 -1.31
C 1.6502 6.7287 -3.9144 0.00 -0.37 0.42
C 2.6290 5.7302 -3.3004 0.00 0.00 -0.06
C 2.0410 4.3221 -3.3033 -0.11 0.51 0.21
C 1.5420 3.8762 -4.6840 1.51 -1.50 -0.60
N 0.6677 4.8938 -5.3321 -1.59 0.46 2.83
O -0.5094 4.8455 -4.7421 0.40 -0.22 -0.98
C 2.7490 3.5594 -5.5928 0.28 0.24 -0.10
C 0.8348 2.5177 -4.5354 -0.66 0.28 0.11
C 0.0405 7.2938 -5.7332 -0.59 -0.40 0.23
H 2.2494 7.5267 -6.7581 -0.15 -0.01 0.17
H 3.2626 6.3745 -5.9436 -0.03 -0.12 -0.03
H 2.1382 5.8410 -7.2033 -0.02 -0.02 0.09
H 0.8028 6.8456 -3.2295 -0.09 -0.07 -0.15
H 2.1285 7.7097 -3.9751 -0.10 -0.02 -0.22
H 3.5830 5.7457 -3.8346 -0.04 -0.01 -0.03
H 2.8554 6.0286 -2.2729 0.02 0.00 -0.05
H 2.7932 3.6190 -2.9332 -0.08 -0.12 -0.19
H 1.2160 4.2894 -2.5835 -0.12 -0.01 -0.18
H 2.4235 3.3318 -6.6100 -0.04 0.06 0.06
H 3.2913 2.6867 -5.2226 -0.17 0.01 0.10
H 3.4834 4.3599 -5.6413 -0.09 0.05 -0.05
H 0.0162 2.5519 -3.8140 -0.05 0.15 -0.15
H 1.5352 1.7606 -4.1769 0.18 0.19 -0.09
H 0.4362 2.1747 -5.4916 -0.02 0.05 0.02
H -0.3475 7.0391 -6.7220 0.02 -0.03 0.05
H 0.4374 8.3091 -5.7822 0.23 -0.16 0.01
H -0.7951 7.3243 -5.0333 0.02 -0.20 -0.06
C -1.7955 -6.2862 1.9749 -0.28 -0.18 0.01
C -0.9055 -5.4627 2.9391 -0.10 -1.06 -1.89
C -0.0532 -6.4126 3.7952 0.00 0.03 0.56
C -0.8500 -7.1281 4.8827 -0.06 0.00 -0.04
C -1.6326 -6.1302 5.7305 0.58 -0.06 -0.13
C -2.5062 -5.1818 4.8974 -2.12 -0.73 0.50
N -1.7564 -4.5560 3.7676 2.58 0.49 2.01
O -0.9806 -3.6168 4.2694 -0.84 0.19 -0.78
C -3.7330 -5.9477 4.3577 0.02 -0.28 -0.27
C -3.1197 -4.1278 5.8355 0.56 0.50 -0.12
C 0.0316 -4.6774 2.0056 0.09 0.63 0.42
H -1.2748 -6.5080 1.0419 0.15 0.08 0.14
H -2.0877 -7.2525 2.3840 -0.08 0.09 0.05
H -2.6992 -5.7386 1.6999 0.03 -0.01 0.09
H 0.7576 -5.8525 4.2744 -0.10 0.14 -0.06
H 0.4290 -7.1562 3.1550 -0.10 0.15 -0.17
H -1.5258 -7.8667 4.4427 0.00 0.04 -0.02
H -0.1660 -7.6906 5.5226 -0.04 0.01 -0.04
H -2.2541 -6.6752 6.4456 -0.16 0.17 -0.10
H -0.9212 -5.5501 6.3284 -0.06 0.14 -0.11
H -4.3206 -5.3208 3.6830 0.07 0.00 0.01
H -4.3896 -6.2471 5.1764 0.14 0.14 0.07
H -3.4810 -6.8674 3.8350 0.03 0.07 -0.06
H -2.3620 -3.5760 6.3935 0.03 0.01 -0.17
H -3.7639 -4.6049 6.5750 0.04 -0.19 -0.18
H -3.7276 -3.4115 5.2788 0.03 -0.02 -0.03
H -0.5349 -3.9915 1.3684 -0.04 -0.04 0.03
H 0.5791 -5.3607 1.3550 -0.21 -0.14 0.10
H 0.7832 -4.1025 2.5492 -0.16 0.03 0.10

---

11
Properties=species:S:1:pos:R:3:forces:R:3 method="wB97M-V/def2-TZVPD" mol_weight_g_mol=83.090 total_charge=0 relative_energy_kcal_mol=135.3 homo_lumo_gap_ev=10.03
C -0.9814 -1.0218 0.2543 -0.03 -0.04 0.05
C 0.2784 -0.3050 0.5986 -0.30 -0.38 0.12
N 0.4408 1.1240 0.4010 0.21 -0.21 0.22
O -0.4284 1.5625 -0.6460 -0.09 0.28 -0.11
C 1.6061 -0.7858 0.7345 -0.26 0.38 -0.20
C 1.5447 0.3192 -0.1282 0.39 0.01 -0.21
H -1.1471 -0.9927 -0.8263 0.02 0.00 0.16
H -0.8949 -2.0608 0.5770 -0.02 0.14 -0.05
H -1.8375 -0.5431 0.7379 0.11 -0.04 -0.04
H -0.6402 2.4645 -0.3660 0.02 -0.21 -0.11
H 1.9083 0.4735 -1.1415 -0.04 0.07 0.17

---

What did the third record say?
33
Properties=species:S:1:pos:R:3:forces:R:3 method="wB97M-V/def2-TZVPD" mol_weight_g_mol=189.302 total_charge=0 relative_energy_kcal_mol=8.5 smiles=Cc1c[nH]c2ccccc12.CC(C)C homo_lumo_gap_ev=8.91
C -4.7397 -0.8299 1.0373 -0.26 -0.04 0.55
C -3.8096 -0.8611 -0.1232 -0.11 -0.23 0.13
C -3.8569 -1.7575 -1.1292 -0.22 -0.39 -0.02
N -2.8756 -1.5065 -2.0846 0.69 -0.59 0.03
C -2.1025 -0.4689 -1.5888 0.32 0.51 0.35
C -0.9633 0.1404 -2.1044 -0.55 -0.54 -0.29
C -0.4647 1.2413 -1.4381 0.74 -0.16 -0.12
C -1.0615 1.7511 -0.2899 -1.02 -0.37 0.49
C -2.1948 1.1318 0.2315 0.54 0.18 -0.22
C -2.6655 -0.0185 -0.3868 -0.82 0.19 -0.16
H -4.2152 -0.8983 1.9913 0.25 0.23 0.00
H -5.3979 -1.6985 1.0572 -0.09 -0.01 -0.33
H -5.3774 0.0587 1.0852 0.15 0.00 -0.13
H -4.5433 -2.5877 -1.2432 0.10 0.13 -0.10
H -2.3733 -2.2928 -2.4925 -0.45 0.30 -0.14
H -0.5539 -0.2757 -3.0209 0.31 0.35 0.10
H 0.4666 1.6640 -1.7775 0.03 0.26 -0.19
H -0.7038 2.6258 0.2262 0.34 0.18 -0.16
H -2.7133 1.5445 1.0830 0.04 0.00 0.20
C 3.5357 -1.2429 0.7027 -0.64 0.35 -0.50
C 3.2864 0.2623 0.9237 0.51 -0.69 1.11
C 4.3094 0.8405 1.9176 0.34 0.16 -0.86
C 3.1292 1.0555 -0.3533 -0.28 -0.16 -0.17
H 3.1751 -1.7952 1.5623 0.37 -0.21 0.33
H 4.5564 -1.5180 0.4412 0.14 0.14 0.20
H 2.9046 -1.5846 -0.1177 -0.04 -0.05 -0.16
H 2.3621 0.3028 1.5102 -0.32 0.12 -0.49
H 5.3489 0.6767 1.6099 -0.11 -0.18 -0.14
H 4.2019 1.9255 1.9493 -0.16 0.02 0.44
H 4.1875 0.3758 2.8916 -0.04 0.19 0.20
H 2.5253 0.4854 -1.0559 -0.02 -0.11 -0.16
H 2.5534 1.9559 -0.1612 0.21 0.38 0.01
H 4.0697 1.2980 -0.8532 0.04 0.04 0.17